1.
C2H6F4N2P2S | the ωB97M-V functional and the def2-TZVPD basis

```
17
C2H6F4N2P2S, DFT the ωB97M-V functional and the def2-TZVPD basis
S 0.118 1.972 0.844
P 1.670 -1.658 0.537
P 1.603 1.076 -0.276
F 3.132 -2.281 0.824
F 1.365 -2.703 -0.668
F 2.834 2.041 0.017
F 1.393 1.619 -1.765
N 2.130 -0.378 -0.390
N -2.117 0.275 0.246
C -1.256 0.623 1.263
C -1.545 -0.485 -0.845
H -0.745 0.061 -1.371
H -1.128 -1.412 -0.453
H -2.327 -0.722 -1.563
H -2.675 1.051 -0.088
H -1.764 1.155 2.062
H -0.689 -0.234 1.625
```

As for the largest force on an atom: 0.051 Eh/bohr. The calculation puts the energy above the lowest of the compared OMol25 structures with the same formula, charge and spin at 0.1330 eV. The calculation puts the HOMO energy at -9.8 eV. For the HOMO-LUMO gap, the calculation gives 9.882 eV.

Atom charges from the Mulliken analysis, given in e for atoms 1 to 2: -0.108 0.304

---

2.
C2H6F6NaO9S2 | the ωB97M-V functional and the def2-TZVPD basis

```
26
C2H6F6NaO9S2, DFT the ωB97M-V functional and the def2-TZVPD basis
S 12.293 -2.670 -6.394
S 17.123 -5.134 -1.446
Na 14.526 -4.359 -3.967
F 17.664 -2.569 -0.942
F 11.859 -4.937 -7.710
F 10.656 -3.270 -8.450
F 18.573 -3.986 0.420
F 16.458 -3.554 0.595
F 10.148 -4.217 -6.541
O 15.905 -4.703 -2.151
O 16.931 -6.253 -0.550
O 18.308 -5.203 -2.284
O 15.915 -5.256 -5.815
O 13.464 -2.551 -7.249
O 12.547 -3.429 -5.175
O 12.595 -6.267 -3.422
O 14.595 -1.828 -3.589
O 11.494 -1.482 -6.196
C 11.169 -3.838 -7.339
C 17.453 -3.714 -0.276
H 12.997 -6.893 -2.806
H 13.962 -1.219 -3.992
H 16.473 -6.035 -5.708
H 16.423 -4.656 -6.372
H 11.760 -6.014 -3.012
H 15.289 -1.272 -3.217
```

As for the largest force on an atom: 0.022 Eh/bohr. Its total charge is -1. The calculation puts the energy above the lowest of the compared OMol25 structures with the same formula, charge and spin at 0.0000 eV. The calculation puts the HOMO energy at -6.8 eV. For the HOMO-LUMO gap, the calculation gives 8.968 eV.

Atom charges from the Mulliken analysis, given in e for atoms 1 to 2: 1.068 1.097

---

3.
C2H6FHoO2 | the ωB97M-V functional and the def2-TZVPD basis

```
12
C2H6FHoO2, DFT the ωB97M-V functional and the def2-TZVPD basis
Ho -0.636 1.141 2.930
F -0.256 -0.200 1.000
O -0.164 -0.220 -1.348
O 0.009 3.055 3.474
C 0.637 -0.228 -0.318
C -0.485 -1.474 -1.964
H 0.208 3.806 2.916
H 1.286 0.641 -0.153
H 0.352 -1.800 -2.594
H -0.700 -2.225 -1.192
H -1.373 -1.302 -2.576
H 1.123 -1.194 -0.174
```

As for the largest force on an atom: 0.091 Eh/bohr. As for the expectation value of S²: 6.00. Its total charge is +2. The calculation puts the energy above the lowest of the compared OMol25 structures with the same formula, charge and spin at 1.6187 eV. The calculation puts the HOMO energy (alpha / beta) at -19.0 / -19.0 eV. The spin multiplicity is 5. For the HOMO-LUMO gap (alpha / beta), the calculation gives 7.764 / 7.971 eV.

Atom charges from the Mulliken analysis, given in e for atoms 1 to 2: 2.163 -0.374

---

4.
C2H6FNO | the ωB97M-V functional and the def2-TZVPD basis

```
11
C2H6FNO, DFT the ωB97M-V functional and the def2-TZVPD basis
F 2.332 0.499 0.043
O -0.668 -1.467 -0.186
N 1.417 -0.253 -0.530
C -0.180 -0.387 0.433
C -0.893 0.913 0.089
H -0.326 1.886 0.063
H -0.333 -1.354 -1.102
H -1.534 1.212 0.897
H -1.370 0.762 -0.852
H 1.719 -1.211 -0.419
H -0.164 -0.601 1.563
```

As for the largest force on an atom: 0.112 Eh/bohr. The calculation puts the energy above the lowest of the compared OMol25 structures with the same formula, charge and spin at 3.9560 eV. The calculation puts the HOMO energy at -9.5 eV. For the HOMO-LUMO gap, the calculation gives 10.523 eV.

Atom charges from the Mulliken analysis, given in e for atoms 1 to 2: -0.155 -0.513

---

> Which of these has the highest energy above the lowest of the compared OMol25 structures with the same formula, charge and spin?

C2H6FNO